# 1
Here is a structure of composition C28H27N3O2PRuS2 in a non-equilibrium geometry from OMol25. Energies are from wB97M-V/def2-TZVPD.

Positions of all 64 atoms, in Å:
Ru  -0.2702  -0.5679  0.5423
N  1.7078  -1.5382  0.3638
C  2.5302  -1.3035  -0.8093
C  3.6261  -2.1052  -1.0925
C  4.4228  -1.8004  -2.1849
C  4.1331  -0.7018  -2.9852
C  3.0201  0.0746  -2.7168
C  2.2070  -0.2277  -1.6258
P  0.6042  0.5570  -1.3447
C  -0.1076  0.6252  -3.0207
C  -0.3095  1.8333  -3.6819
C  -0.7687  1.8445  -4.9925
C  -1.0173  0.6543  -5.6564
C  -0.7989  -0.5555  -5.0088
C  -0.3444  -0.5693  -3.7021
C  0.8675  2.2780  -0.8578
C  2.1354  2.7473  -0.5336
C  2.2937  4.0282  -0.0208
C  1.1871  4.8373  0.1779
C  -0.0835  4.3672  -0.1333
C  -0.2455  3.0904  -0.6389
H  1.6206  -2.5315  0.5632
H  2.1874  -1.1336  1.1691
H  3.8638  -2.9499  -0.4580
H  5.2795  -2.4205  -2.4110
H  4.7647  -0.4684  -3.8311
H  2.7615  0.9020  -3.3664
H  -0.1092  2.7730  -3.1867
H  -0.9237  2.7902  -5.4939
H  -1.3678  0.6657  -6.6796
H  -0.9771  -1.4894  -5.5247
H  -0.1586  -1.5227  -3.2233
H  3.0064  2.1221  -0.6829
H  3.2829  4.3871  0.2291
H  1.3101  5.8337  0.5801
H  -0.9491  4.9951  0.0305
H  -1.2417  2.7245  -0.8650
O  0.7529  0.7368  1.8338
N  0.6943  0.3934  3.0705
N  0.1873  -0.7393  3.2965
O  -0.1896  -1.5640  2.3115
C  0.0660  -1.2261  4.6407
C  -0.3210  -2.5431  4.8287
C  -0.4463  -3.0175  6.1258
C  -0.1909  -2.1873  7.2052
C  0.1991  -0.8715  6.9924
C  0.3307  -0.3756  5.7071
H  -0.5223  -3.1747  3.9776
H  -0.7480  -4.0429  6.2880
H  -0.3018  -2.5604  8.2138
H  0.3997  -0.2217  7.8331
H  0.6305  0.6465  5.5335
C  -4.8332  0.0303  0.5014
C  -3.4130  -0.3851  0.2604
S  -2.1882  0.3813  1.0954
C  -3.0681  -1.3977  -0.6667
C  -4.0834  -2.0644  -1.5416
S  -1.4574  -1.8038  -0.8197
H  -4.9868  0.2880  1.5476
H  -5.5334  -0.7547  0.2253
H  -5.0698  0.9160  -0.0925
H  -4.8197  -2.6003  -0.9403
H  -3.6072  -2.7783  -2.2103
H  -4.6191  -1.3292  -2.1446

Results
Spin multiplicity: 1
E_HOMO (alpha / beta) in Ha: -0.40595 / -0.40600
LUMO energy (alpha / beta) in eV: -4.3 / -4.3
Max |F| in eV/Å: 1.05
Orbital gap (alpha / beta) in eV: 6.719 / 6.720
Total charge: +1


# 2
Here is a cluster of 5 separate species, C43H59F32INO7Si in total in a non-equilibrium geometry from OMol25. Energies are from wB97M-V/def2-TZVPD.

Positions of all 144 atoms, in Å:
C  -4.4458  0.2200  6.2488
C  -2.8948  0.0239  6.7422
C  -1.9634  -0.9022  5.7604
I  -2.9695  -2.8105  5.3812
N  -1.4625  -0.1882  4.5088
C  -0.3411  0.7676  4.9436
C  -0.5455  2.1878  4.0842
C  0.9110  2.8165  3.5852
C  1.0091  4.4482  3.7207
C  0.0552  5.2901  2.6869
C  -0.5387  4.4260  1.4265
C  -1.4227  5.3566  0.3542
C  -1.5383  4.5030  -1.0408
Si  -3.1266  3.4272  -1.2126
C  -4.1963  4.1326  -2.6662
C  -2.6103  1.5836  -1.6525
C  -4.2361  3.3515  0.3594
C  -4.1113  2.0489  1.4005
C  -5.0494  1.8676  2.7461
C  -6.1912  2.9962  3.1634
C  -6.3262  4.3045  2.1504
C  -5.3757  4.4786  0.7867
C  -1.0279  -1.1434  3.3964
O  -0.1235  -0.5252  2.4021
C  0.5256  -1.5900  1.5924
O  0.4696  -1.3497  0.1416
C  1.7961  -0.8030  -0.2764
C  1.7400  -0.4092  -1.8677
O  2.7391  0.6396  -2.2161
H  -4.6462  1.3891  6.1202
H  -5.1535  -0.1132  7.1475
H  -4.7135  -0.2888  5.2295
H  -2.4393  1.0843  6.9701
H  -2.9372  -0.5448  7.7901
H  -0.9816  -1.1631  6.3867
H  -2.3045  0.3302  4.1220
H  0.7161  0.2854  4.7401
H  -0.3991  1.0750  6.0711
H  -1.2249  2.9624  4.6399
H  -1.1010  1.8458  3.0844
H  1.2298  2.4580  2.5119
H  1.7316  2.3694  4.3270
H  0.7956  4.8052  4.8396
H  2.1527  4.7349  3.5336
H  -0.8385  5.7485  3.3059
H  0.6960  6.2024  2.2608
H  -1.2506  3.5436  1.7252
H  0.3827  3.9397  0.8687
H  -2.4564  5.6946  0.8079
H  -0.7634  6.3203  0.1263
H  -0.6164  3.7501  -1.1153
H  -1.4515  5.1782  -2.0203
H  -3.7471  3.8938  -3.7448
H  -4.2598  5.3085  -2.4873
H  -5.3116  3.7162  -2.5831
H  -1.7201  1.1989  -0.9688
H  -2.3262  1.4641  -2.7979
H  -3.5434  0.8804  -1.4139
H  -3.3339  1.2040  1.1623
H  -4.9047  0.8931  3.4079
H  -6.8712  2.8291  4.1225
H  -7.1647  5.1045  2.4261
H  -5.5619  5.4259  0.0994
H  -1.9510  -1.5651  2.7676
H  -0.3976  -2.0216  3.8993
H  -0.0644  -2.5979  1.7897
H  1.6414  -1.7249  1.9319
H  2.5581  -1.7069  -0.1786
H  2.0800  0.0904  0.4405
H  0.6362  -0.1103  -2.1196
H  1.9902  -1.3997  -2.4799
H  2.8564  0.5469  -3.2189
C  5.9241  0.2656  -1.1798
C  6.7243  1.0392  -2.2382
C  7.5126  0.1694  -3.2111
F  8.4471  -0.5854  -2.5870
F  8.1849  0.9412  -4.1065
F  7.5291  1.9429  -1.6177
F  5.8268  1.7804  -2.9618
O  6.5436  0.1295  0.1015
C  7.4583  -0.9577  0.2261
C  8.8945  -0.4965  0.5033
F  9.3601  0.3105  -0.4839
F  9.7459  -1.5548  0.5721
F  7.3592  -1.7525  -0.8662
F  7.0051  -1.7042  1.2694
H  5.0208  0.8564  -0.9815
H  5.5451  -0.6916  -1.5565
H  6.8517  -0.4932  -3.7777
H  8.9547  0.0558  1.4454
C  -6.9688  -1.6929  1.6629
C  -6.6517  -1.0337  0.3124
C  -7.8081  -0.2621  -0.3138
F  -8.8715  -1.0555  -0.5829
F  -7.4321  0.2835  -1.5014
F  -6.1643  -1.9742  -0.5404
F  -5.6199  -0.1566  0.5230
O  -7.3169  -3.0789  1.6197
C  -8.6878  -3.3567  1.3407
C  -8.8830  -4.1195  0.0247
F  -8.3891  -3.4269  -1.0330
F  -10.2024  -4.3284  -0.2313
F  -9.3973  -2.2042  1.3946
F  -9.1307  -4.1131  2.3813
H  -6.0398  -1.6660  2.2464
H  -7.6804  -1.1091  2.2585
H  -8.1386  0.5547  0.3345
H  -8.3803  -5.0905  0.0551
C  -7.5877  -0.5116  -6.4379
C  -6.4788  0.3176  -7.1025
C  -5.3986  -0.4981  -7.8041
F  -4.7291  -1.3087  -6.9511
F  -4.4657  0.3206  -8.3599
F  -5.9420  1.1641  -6.1835
F  -7.0794  1.1205  -8.0369
O  -7.4438  -0.7436  -5.0345
C  -6.6193  -1.8520  -4.6792
C  -5.3685  -1.4345  -3.8961
F  -4.5987  -0.5711  -4.6063
F  -4.5846  -2.5091  -3.6128
F  -6.3323  -2.5700  -5.7913
F  -7.3972  -2.6590  -3.9080
H  -8.5085  0.0795  -6.5207
H  -7.8077  -1.4351  -6.9863
H  -5.8205  -1.1101  -8.6067
H  -5.6388  -0.9476  -2.9547
C  12.5660  -2.9934  -1.1199
C  13.0030  -3.4333  -2.5251
C  12.3742  -4.7323  -3.0169
F  12.6940  -5.7889  -2.2332
F  12.8199  -5.0374  -4.2650
F  14.3609  -3.4909  -2.5733
F  12.6453  -2.4332  -3.3913
O  13.4517  -3.3344  -0.0506
C  13.2904  -4.6478  0.4819
C  14.5308  -5.5267  0.2797
F  14.8404  -5.6604  -1.0351
F  14.3263  -6.7830  0.7590
F  12.1621  -5.1999  -0.0249
F  13.0560  -4.4811  1.8117
H  12.5607  -1.8961  -1.1265
H  11.5284  -3.2686  -0.8973
H  11.2842  -4.6529  -3.0662
H  15.4007  -5.1015  0.7884

Results
Spin multiplicity: 1
E_HOMO in Ha: -0.39844
LUMO energy in eV: -3.2
Max |F| in eV/Å: 6.35
Orbital gap in eV: 7.645
Total charge: +1


# 3
Here is a cluster of 2 separate species, C2H6N3 in total in a non-equilibrium geometry from OMol25. Energies are from wB97M-V/def2-TZVPD.

Positions of all 11 atoms, in Å:
C  0.3206  0.3336  -0.0160
C  0.7838  -1.0256  0.0508
N  -2.2140  -0.3910  -0.0976
N  -1.7064  0.6376  0.0767
N  0.9640  1.4264  -0.0348
H  0.3512  -1.5012  0.9334
H  0.3909  -1.5853  -0.7980
H  1.8720  -1.1158  0.0798
H  -3.2134  -0.5768  -0.1151
H  1.9852  1.4844  -0.0175
H  0.4661  2.3138  -0.0616

Results
Spin multiplicity: 1
E_HOMO in Ha: -0.50560
LUMO energy in eV: -4.5
Max |F| in eV/Å: 2.66
Orbital gap in eV: 9.277
Total charge: +1


# 4
Here is a cluster of 7 separate species, C41H46N3O10 in total in a non-equilibrium geometry from OMol25. Energies are from wB97M-V/def2-TZVPD.

Positions of all 100 atoms, in Å:
C  -3.9552  -31.1360  -17.2027
C  -3.8665  -29.9013  -18.2211
N  -2.4822  -29.8055  -18.7461
C  -1.6092  -28.7997  -18.3579
C  -0.2798  -29.1091  -18.6678
N  -0.2949  -30.3103  -19.3947
C  -1.6444  -30.7185  -19.2904
C  0.8608  -30.9680  -19.9604
H  -5.0053  -31.2001  -17.0505
H  -3.3709  -30.9569  -16.4443
H  -3.6610  -31.9453  -17.8169
H  -4.4859  -29.0006  -17.8140
H  -4.5404  -30.1281  -18.9398
H  -2.0902  -27.9207  -17.8111
H  0.6936  -28.6146  -18.3378
H  -1.7991  -31.7277  -19.7629
H  0.6171  -31.9553  -20.2745
H  1.7508  -30.8895  -19.5355
H  0.7699  -30.6375  -20.9518
N  3.5787  -27.1047  -17.7633
C  2.9565  -26.1083  -18.3529
C  3.5556  -24.8410  -18.5825
C  4.9215  -24.6091  -18.1927
C  5.6194  -25.7243  -17.5294
C  4.8531  -26.9015  -17.3476
H  1.9502  -26.3299  -18.9019
H  2.8591  -24.1192  -19.2778
H  5.5528  -23.7699  -18.6246
H  6.5642  -25.6322  -17.0414
H  5.2971  -27.6689  -16.8935
C  1.3185  -30.6029  -25.4545
C  0.6328  -31.1064  -24.2485
C  -0.6967  -30.5354  -23.9804
C  -1.3897  -29.7656  -24.9017
C  -0.6632  -29.3351  -26.0534
C  0.6757  -29.6695  -26.2860
O  1.1729  -29.0137  -27.3399
O  -1.4111  -31.1819  -22.9245
H  2.3400  -30.8710  -25.5785
H  0.9678  -31.9853  -23.7614
H  -2.3549  -29.3326  -24.7540
H  -1.1145  -28.6736  -26.7195
H  0.8531  -28.1381  -27.2724
H  -2.2467  -30.5957  -22.5688
C  1.8374  -31.2961  -13.2082
C  0.2967  -31.1509  -13.1884
C  -0.3591  -30.2867  -14.0481
C  0.4182  -29.5731  -14.9501
C  1.7834  -29.7135  -15.1517
C  2.5122  -30.6237  -14.2220
O  3.8412  -30.5930  -14.2983
O  -1.6914  -30.0777  -14.0542
H  2.2985  -31.8051  -12.4815
H  -0.2925  -31.8891  -12.5068
H  0.2154  -28.9753  -15.6231
H  2.3066  -29.4267  -15.8630
H  4.3206  -30.7531  -13.4648
H  -2.0086  -30.2194  -13.1389
C  -3.2916  -26.5013  -15.3533
C  -1.7270  -26.5761  -15.4453
C  -1.1928  -25.7651  -16.4676
C  -1.9973  -25.0284  -17.3913
C  -3.3595  -25.2413  -17.3610
C  -3.9950  -25.9371  -16.3197
O  -5.3969  -26.0826  -16.4012
O  0.2255  -25.5185  -16.4264
H  -3.6941  -27.0878  -14.5995
H  -1.1635  -27.3136  -14.7392
H  -1.4493  -24.4580  -18.0476
H  -3.7072  -24.7141  -18.3686
H  -5.8849  -25.7973  -17.3020
H  0.8159  -26.0005  -15.8824
C  4.4766  -26.2591  -22.7962
C  4.1719  -27.0334  -21.4457
C  3.3692  -28.1780  -21.4755
C  2.6108  -28.5132  -22.5927
C  2.9105  -27.8103  -23.7942
C  3.8585  -26.6897  -23.8696
O  4.0731  -26.0002  -25.1193
O  3.2918  -28.8211  -20.2573
H  5.1608  -25.4599  -22.8431
H  4.6731  -26.7853  -20.4935
H  1.7257  -29.0594  -22.7472
H  2.2259  -28.1414  -24.7078
H  5.0158  -25.6675  -25.1558
H  3.6150  -28.4167  -19.5308
C  -1.8052  -25.2451  -20.6160
C  -2.7780  -26.3303  -20.9159
C  -2.2745  -27.5401  -21.5082
C  -0.8141  -27.6017  -21.6460
C  -0.0185  -26.5172  -21.2531
C  -0.4561  -25.3841  -20.7391
O  0.4401  -24.4587  -20.3135
O  -3.0187  -28.6385  -21.9767
H  -2.3828  -24.3201  -20.1312
H  -3.9718  -26.4210  -20.7210
H  -0.4434  -28.4422  -22.0845
H  1.0519  -26.6637  -21.5072
H  0.1491  -23.5613  -20.4983
H  -4.0750  -28.4224  -21.8933

Results
Spin multiplicity: 1
E_HOMO in Ha: -0.37696
LUMO energy in eV: -2.3
Max |F| in eV/Å: 12.12
Orbital gap in eV: 8.002
Total charge: +1


# 5
Here is a structure of composition C18H35N3OPPdS2Si in a non-equilibrium geometry from OMol25. Energies are from wB97M-V/def2-TZVPD.

Positions of all 62 atoms, in Å:
Pd  0.0993  -0.9586  0.0000
C  -2.1765  5.1336  1.5324
Si  -2.2417  4.0046  0.0000
C  -2.1765  5.1336  -1.5324
C  -3.9105  3.1685  0.0000
C  -0.6403  2.9455  0.0000
C  0.5697  3.6856  0.0000
C  1.8065  3.0512  0.0000
C  1.8180  1.6754  0.0000
N  0.7061  0.9224  0.0000
C  -0.5033  1.5489  0.0000
S  -1.8442  0.4591  0.0000
H  -3.0538  5.7865  1.5531
H  -1.2790  5.7580  1.5145
H  -2.1679  4.5294  2.4441
H  -3.0538  5.7865  -1.5531
H  -2.1679  4.5294  -2.4441
H  -1.2790  5.7580  -1.5146
H  -4.7057  3.9214  0.0000
H  -4.0520  2.5498  0.8908
H  -4.0520  2.5498  -0.8908
H  0.5588  4.7727  0.0000
H  2.7291  3.6155  0.0000
H  2.7457  1.1157  0.0000
O  0.5931  -2.4785  0.0000
C  -2.4914  -3.7007  -2.4461
C  -1.5140  -2.7536  -1.7740
P  -1.8338  -2.3636  0.0000
C  -3.5895  -1.8121  -0.0575
C  -4.0332  -1.1174  1.2186
C  -1.9611  -4.0500  0.7280
C  -1.9080  -4.0446  2.2462
H  -2.1992  -3.8541  -3.4906
H  -3.5112  -3.3043  -2.4478
H  -2.5074  -4.6831  -1.9646
H  -1.4992  -1.8091  -2.3296
H  -0.5052  -3.1751  -1.8502
H  -4.2587  -2.6525  -0.2675
H  -3.6987  -1.1009  -0.8842
H  -4.0291  -1.7958  2.0758
H  -5.0555  -0.7418  1.1029
H  -3.3894  -0.2640  1.4582
H  -1.1167  -4.6457  0.3628
H  -2.8751  -4.5532  0.3965
H  -1.0017  -3.5529  2.6165
H  -1.9074  -5.0728  2.6232
H  -2.7716  -3.5365  2.6833
S  2.4677  -0.9586  0.0000
C  4.1269  -0.9596  0.0007
N  4.8327  -0.9458  -1.1585
C  6.2679  -0.7819  -1.2240
C  6.9430  -1.3908  -0.0091
C  6.2683  -0.8320  1.2298
N  4.8334  -0.9976  1.1591
H  4.2850  -0.8541  -2.0064
H  6.4710  0.2926  -1.2894
H  6.6201  -1.2542  -2.1461
H  8.0150  -1.1692  -0.0050
H  6.8271  -2.4816  -0.0313
H  6.4686  0.2397  1.3371
H  6.6230  -1.3393  2.1321
H  4.2865  -0.9465  2.0110

Results
Spin multiplicity: 1
E_HOMO (alpha / beta) in Ha: -0.06428 / -0.05878
LUMO energy (alpha / beta) in eV: 2.6 / 2.6
Max |F| in eV/Å: 14.12
Orbital gap (alpha / beta) in eV: 4.334 / 4.197
Total charge: -1


# 6
Here is a cluster of 2 separate species, C22H25ClO6 in total in a non-equilibrium geometry from OMol25. Energies are from wB97M-V/def2-TZVPD.

Positions of all 54 atoms, in Å:
C  -4.0489  -3.3807  -2.7994
C  -2.6107  -3.5859  -2.4163
O  -2.0184  -2.2670  -2.4519
C  -0.7630  -2.2404  -1.9867
C  -0.0668  -0.9508  -2.1562
Cl  1.3225  -1.0612  -3.0973
C  -0.7414  0.3592  -2.1900
O  -0.1250  1.4188  -2.1465
O  -2.0820  0.2798  -2.2738
C  -2.7060  1.5716  -2.3884
C  -4.1373  1.3555  -2.7956
O  -0.2306  -3.2269  -1.4791
H  -4.5490  -4.3436  -2.9026
H  -4.5659  -2.8076  -2.0233
H  -4.1347  -2.8358  -3.7440
H  -2.5186  -4.0029  -1.4045
H  -2.0851  -4.2319  -3.1357
H  -2.6475  2.0731  -1.4125
H  -2.1763  2.1688  -3.1422
H  -4.6221  2.3258  -2.9146
H  -4.2101  0.8269  -3.7509
H  -4.6918  0.7904  -2.0406
C  3.9445  5.6138  0.2759
O  4.3177  4.4303  -0.4663
C  3.5892  3.2966  -0.2969
C  3.9999  2.1708  -1.0562
C  3.3581  0.9692  -0.9064
C  2.2786  0.8037  0.0143
C  1.6929  -0.4756  0.2054
C  1.1342  -0.9661  1.4133
C  0.5279  -2.2574  1.4070
C  0.0716  -2.8530  2.5498
C  0.0772  -2.1271  3.7661
O  -0.5849  -2.6865  4.8118
C  -0.9124  -1.8302  5.9308
C  0.7004  -0.8535  3.8260
C  1.2141  -0.2929  2.6722
C  1.8304  1.9677  0.7042
C  2.4752  3.1858  0.5772
H  4.6071  6.3839  -0.1181
H  2.8937  5.8876  0.0983
H  4.1209  5.4765  1.3532
H  4.8372  2.2956  -1.7404
H  3.6883  0.1034  -1.4786
H  1.8914  -1.2252  -0.5558
H  0.4410  -2.7886  0.4630
H  -0.3445  -3.8565  2.5537
H  -1.5171  -2.4678  6.5764
H  -0.0009  -1.5059  6.4518
H  -1.4901  -0.9531  5.6027
H  0.7659  -0.3164  4.7766
H  1.7115  0.6711  2.7465
H  0.9493  1.9083  1.3452
H  2.1403  4.0563  1.1492

Results
Spin multiplicity: 1
E_HOMO in Ha: -0.23578
LUMO energy in eV: -1.6
Max |F| in eV/Å: 2.23
Orbital gap in eV: 4.788